2 unconnected molecules or ions with the total composition C22H36N3O2 in a non-equilibrium geometry, computed with ωB97M-V/def2-TZVPD.

Geometry as XYZ:
```
63
Properties=species:S:1:pos:R:3:forces:R:3
N -2.71792 1.80386 4.84219 -0.155 -0.532 -0.169
C -2.87855 1.74519 3.39584 0.177 0.376 0.279
C -1.94479 2.70214 2.59738 -1.030 -0.225 -0.164
C -0.87784 1.91490 1.84309 0.549 -0.223 0.518
N 0.05919 2.77662 1.06983 -0.402 -2.351 -0.417
C -0.60371 3.64422 0.17301 0.007 1.443 0.548
O -1.19261 3.33509 -0.83591 0.365 0.015 1.030
C -0.40152 5.00212 0.82878 0.395 -1.003 -0.618
C -1.00973 6.18457 0.55701 -0.666 0.162 -0.838
C -0.67204 7.27708 1.32778 -0.654 0.344 -0.475
C 0.24635 7.14742 2.33391 0.275 1.318 0.807
C 0.88688 5.96492 2.60557 0.698 -0.387 0.497
C 0.54871 4.89222 1.83893 0.330 -1.319 -0.623
C 1.01670 3.44369 1.86632 -0.117 1.380 0.251
O 1.96687 2.93043 2.40126 -0.874 0.197 -0.129
H -1.87422 1.34857 5.15793 0.082 0.204 0.089
H -2.77542 2.74809 5.19313 0.117 -0.005 0.066
H -3.92618 1.97304 3.18926 0.093 0.075 -0.154
H -2.73110 0.71246 3.06403 0.029 0.026 0.100
H -1.52053 3.42930 3.29306 0.218 -0.123 -0.047
H -2.59377 3.28254 1.93134 0.310 -0.053 -0.249
H -1.31450 1.13460 1.21951 -0.099 0.312 -0.235
H -0.28356 1.38651 2.59773 0.153 0.017 -0.199
H -1.74557 6.22176 -0.23680 0.012 0.206 0.000
H -1.15425 8.22542 1.13346 0.055 0.054 0.109
H 0.46308 8.02315 2.93320 0.083 -0.037 0.042
H 1.61812 5.86131 3.39578 0.016 0.125 0.019
C 0.34801 -6.18982 -1.56172 0.052 0.064 0.064
C 0.97753 -5.33065 -0.46712 -0.100 -0.103 -0.147
C 0.12537 -4.12527 -0.06190 0.295 -0.102 0.212
C -0.16147 -3.08711 -1.13381 -0.343 -0.129 0.222
N 1.01324 -2.27015 -1.64614 0.437 0.360 -0.100
C 0.60053 -0.81239 -1.77780 -0.111 -0.031 0.122
C 0.65884 -0.26585 -0.36626 -0.082 0.001 0.089
C 1.84045 -0.99197 0.28033 0.017 -0.065 0.254
C 2.16755 -2.15533 -0.65525 0.107 0.077 0.153
C 1.53069 -2.81006 -2.96559 0.091 0.061 -0.230
C 0.75151 -2.42049 -4.21668 -0.381 -0.161 -0.136
C -0.64740 -3.01137 -4.39347 0.030 0.093 0.050
H 0.27237 -5.65623 -2.51171 -0.048 -0.046 -0.018
H 0.95268 -7.07912 -1.73410 -0.030 -0.004 -0.044
H -0.65354 -6.51591 -1.27656 -0.001 0.005 -0.023
H 1.97888 -5.02462 -0.78367 0.013 -0.008 0.043
H 1.11614 -5.95212 0.41924 0.052 0.064 0.022
H 0.55092 -3.64623 0.82429 -0.019 0.027 -0.025
H -0.84570 -4.50386 0.26932 -0.068 0.100 -0.117
H -0.89418 -2.38122 -0.74592 0.086 0.054 0.017
H -0.62438 -3.56786 -1.98992 0.146 0.070 -0.108
H 1.33930 -0.32540 -2.41324 -0.018 -0.058 -0.056
H -0.38724 -0.75252 -2.22842 0.075 -0.022 -0.148
H -0.25940 -0.49136 0.17581 -0.030 0.003 -0.079
H 0.77898 0.81530 -0.35160 -0.072 -0.005 -0.083
H 1.59316 -1.33489 1.28411 -0.007 -0.020 -0.023
H 2.70531 -0.33790 0.37701 0.005 -0.032 -0.017
H 2.34032 -3.09488 -0.14584 -0.073 -0.052 -0.113
H 3.05888 -1.91874 -1.23075 -0.096 -0.066 -0.150
H 1.61179 -3.89149 -2.86074 -0.066 0.002 0.043
H 2.53924 -2.41634 -3.08295 -0.002 0.008 0.115
H 1.35644 -2.75688 -5.06193 0.146 -0.019 0.125
H 0.69796 -1.33578 -4.31755 0.099 0.002 0.038
H -0.64613 -4.09284 -4.24354 -0.043 0.006 0.015
H -1.00145 -2.82162 -5.40571 0.016 -0.005 0.006
H -1.37330 -2.55823 -3.71681 -0.042 -0.065 -0.009
```
Positions in Å, forces in eV/Å.

## Properties
Relative energy (zero: lowest compared OMol25 entry of this formula, charge and spin): 0.00 kcal per mole
Net charge: +1
Electronic energy: -31957.544 eV
Frontier orbital gap: 8.88 eV
HOMO energy: -11.138 eV

Mulliken population analysis, charges in e, atoms 1 to 8: -0.5679 -0.8495 -0.0180 -1.2265 0.4137 0.0064 -0.6039 0.6317